Computed, not measured: a cluster of 2 separate species, C3H3N2O2 in total in a non-equilibrium geometry, with ωB97M-V with the def2-TZVPD basis set.

Last column: Mulliken charge in e.
Element x y z (Å)
N  1.90  -0.33  0.12  -0.460
H  0.11  1.51  0.76  0.319
C  1.89  -1.53  0.04  0.577
C  -0.34  1.04  -0.11  -0.553
C  -1.60  0.60  -0.04  0.544
O  -3.79  -0.17  0.06  -0.358
O  1.68  -2.65  -0.08  -0.288
N  -2.70  0.18  0.00  0.606
H  0.18  1.06  -1.05  0.376
H  2.67  0.29  0.29  0.236

Properties
Net charge: +1
E_HOMO: -15.36 eV
2S+1: 1
Relative energy (zero: lowest compared OMol25 entry of this formula, charge and spin): 425.6 kJ/mol
LUMO level: -8.19 eV
Max |F|: 1.371 eV Å⁻¹
Kohn-Sham gap: 7.17 eV


Computed, not measured: a cluster of 3 separate species, H6O2S in total in a non-equilibrium geometry, with ωB97M-V with the def2-TZVPD basis set.

Last column: Mulliken charge in e.
Element x y z (Å)
S  1.56  -1.31  0.20  -0.304
O  -1.26  1.42  -1.76  -0.609
O  -1.41  0.93  1.22  -0.576
H  -1.52  -0.02  1.29  0.292
H  -0.60  2.12  -1.65  0.307
H  1.72  -0.30  1.06  0.178
H  0.29  -1.71  0.25  0.117
H  -0.74  0.65  -1.54  0.305
H  -2.15  1.29  1.72  0.292

Properties
E_HOMO: -10.04 eV
2S+1: 1
SMILES string: O.O.S
Relative energy (zero: lowest compared OMol25 entry of this formula, charge and spin): 52.0 kJ/mol
LUMO level: 0.51 eV
Max |F|: 1.490 eV Å⁻¹
Kohn-Sham gap: 10.55 eV